[1]
C8H9Cl3N4O2S2SbSe4SiTi as an isolated structure. Source: the Open Molecules 2025 dataset; level of theory: ωB97M-V with the def2-TZVPD basis set.

```
35
Properties=species:S:1:pos:R:3
Ti 0.62 -0.20 0.68
Se -1.57 -0.69 5.30
Sb 0.41 0.17 4.13
Se 1.45 -1.62 2.43
Se -0.11 1.67 2.06
Se 1.97 1.23 5.66
N 1.22 2.91 -1.03
C 0.14 2.20 -1.40
N -0.30 1.14 -0.78
C -1.59 0.81 -1.13
C -2.10 1.58 -2.13
S -0.98 2.82 -2.62
C -2.26 -0.17 -0.32
C -3.58 -0.52 -0.37
S -3.99 -1.61 0.92
C -2.31 -1.54 1.45
N -1.55 -0.76 0.71
N -1.88 -2.31 2.44
H 1.76 2.60 -0.23
H 1.68 3.50 -1.70
H -3.07 1.53 -2.60
H -4.34 -0.20 -1.05
H -2.49 -2.54 3.22
H -0.88 -2.28 2.67
C 3.03 0.28 -2.11
C 3.12 0.81 -0.67
O 3.92 1.68 -0.40
O 2.28 0.32 0.16
H 3.55 0.96 -2.78
H 1.99 0.17 -2.43
H 3.51 -0.69 -2.16
Cl -0.66 -4.03 -0.75
Si 0.60 -2.32 -0.89
Cl 2.43 -3.25 -1.39
Cl -0.04 -1.67 -2.90
```

## Properties
Multiplicity: 2
Energy relative to the best compared isomer or geometry (same formula, charge and spin) (kcal/mol): 17.8
HOMO energy (alpha / beta) (eV): -1.5 / -1.7
Net charge: -2
HOMO-LUMO gap (alpha / beta) (eV): 5.18 / 5.34

natural (NBO) population analysis, charges in e, atoms 1 to 4: 0.683, -0.859, 1.073, -0.545



[2]
A 11-piece molecular cluster, H22O11 overall. Source: the Open Molecules 2025 dataset; level of theory: ωB97M-V with the def2-TZVPD basis set.

```
33
Properties=species:S:1:pos:R:3
O 0.31 0.73 0.26
H 0.35 0.17 1.05
H 0.47 0.12 -0.46
O -1.67 1.28 1.59
H -1.67 2.19 1.28
H -1.73 0.76 0.78
O 0.74 -1.20 -3.79
H 0.94 -0.61 -3.06
H 0.01 -0.77 -4.25
O -1.49 -0.13 -1.51
H -0.97 -0.18 -2.32
H -2.17 0.53 -1.72
O -1.64 -2.19 4.58
H -1.98 -2.34 3.69
H -0.73 -1.90 4.43
O 0.84 -3.18 0.64
H 1.72 -2.79 0.59
H 0.40 -2.86 -0.16
O 2.45 0.88 -1.86
H 1.60 0.49 -1.63
H 3.08 0.17 -1.75
O 2.44 -2.14 -1.81
H 2.09 -1.67 -2.57
H 3.36 -2.31 -2.04
O 2.16 2.69 3.12
H 2.65 3.18 2.46
H 1.44 3.28 3.37
O -4.19 0.26 3.02
H -3.47 0.35 2.39
H -3.90 0.77 3.79
O 0.01 2.72 -3.76
H -0.63 2.08 -4.07
H -0.48 3.55 -3.72
```

## Properties
Energy relative to the best compared isomer or geometry (same formula, charge and spin) (kcal/mol): 74.8
HOMO energy (eV): -10.7
SMILES: O.O.O.O.O.O.O.O.O.O.O
HOMO-LUMO gap (eV): 10.10

natural (NBO) population analysis, charges in e, atoms 1 to 4: -0.921, 0.486, 0.436, -0.957



[3]
C31H47Ge2N5O2PPdS2 as an isolated structure. Source: the Open Molecules 2025 dataset; level of theory: ωB97M-V with the def2-TZVPD basis set.

```
91
Properties=species:S:1:pos:R:3
Pd -0.07 -0.06 0.57
C -6.38 1.61 -0.31
C -5.03 1.23 -0.90
O -4.03 1.37 0.09
P -2.63 0.49 0.13
S -0.82 -2.20 0.75
S -1.34 2.05 0.41
O -2.78 -0.04 1.69
C -4.02 -0.68 1.96
C -3.94 -1.59 3.17
H -7.12 1.69 -1.11
H -6.30 2.57 0.19
H -6.71 0.87 0.41
H -4.78 1.90 -1.74
H -5.05 0.20 -1.28
H -4.33 -1.28 1.09
H -4.78 0.09 2.12
H -3.26 -2.42 2.97
H -4.94 -1.98 3.38
H -3.61 -1.04 4.04
C -0.10 2.25 4.90
C -0.58 1.84 3.52
Ge 0.22 0.08 2.91
C -0.48 -1.52 3.95
C 0.02 -1.59 5.39
C 2.11 0.16 3.41
C 3.08 0.21 2.49
Ge 2.33 0.18 0.62
C 2.68 1.91 -0.42
C 4.11 2.41 -0.50
C 2.90 -1.47 -0.47
C 4.38 -1.83 -0.60
C 4.51 0.26 2.80
C 5.44 0.27 1.77
C 6.80 0.28 2.02
C 7.27 0.30 3.32
C 6.35 0.32 4.37
C 5.00 0.29 4.11
H -0.51 3.22 5.17
H 0.99 2.32 4.92
H -0.41 1.52 5.64
H -0.30 2.60 2.79
H -1.67 1.76 3.50
H -0.18 -2.42 3.41
H -1.56 -1.48 3.95
H 1.10 -1.67 5.43
H -0.41 -2.46 5.89
H -0.29 -0.70 5.94
H 2.34 0.17 4.47
H 2.05 2.67 0.05
H 2.30 1.75 -1.43
H 4.52 2.59 0.50
H 4.15 3.34 -1.06
H 4.75 1.69 -1.00
H 2.49 -1.30 -1.47
H 2.37 -2.31 -0.02
H 4.93 -1.03 -1.08
H 4.48 -2.73 -1.21
H 4.81 -2.02 0.38
H 5.07 0.26 0.76
H 7.50 0.28 1.19
H 8.33 0.32 3.53
H 6.70 0.34 5.39
H 4.31 0.30 4.95
C 0.24 -2.43 -2.46
C 0.13 -0.98 -2.70
N 0.04 -0.04 -1.79
C -0.04 1.16 -2.46
C 0.02 0.93 -3.80
N 0.14 -0.43 -3.95
C 0.12 -1.14 -5.19
N -1.05 -0.84 -5.96
N -0.98 -0.78 -7.30
N -2.11 -0.51 -7.80
C -3.01 -0.34 -6.80
C -4.36 0.00 -6.83
C -5.00 0.13 -5.62
C -4.33 -0.09 -4.41
C -3.01 -0.44 -4.35
C -2.34 -0.56 -5.57
H 0.30 -2.61 -1.39
H 1.14 -2.84 -2.93
H -0.63 -2.96 -2.85
H -0.14 2.09 -1.93
H -0.01 1.60 -4.63
H 0.19 -2.22 -4.99
H 0.98 -0.86 -5.82
H -4.85 0.16 -7.77
H -6.04 0.41 -5.60
H -4.89 0.02 -3.49
H -2.52 -0.60 -3.40
```

## Properties
Multiplicity: 2
Energy relative to the best compared isomer or geometry (same formula, charge and spin) (kcal/mol): 98.9
HOMO energy (alpha / beta) (eV): -8.0 / -7.8
HOMO-LUMO gap (alpha / beta) (eV): 6.23 / 5.95

Löwdin population analysis, charges in e, atoms 1 to 4: 0.163, -0.069, -0.343, -0.421



[4]
A 4-piece molecular cluster, C3H12O4 overall. Source: the Open Molecules 2025 dataset; level of theory: ωB97M-V with the def2-TZVPD basis set.

```
19
Properties=species:S:1:pos:R:3
C -0.68 0.83 0.27
C -0.88 -0.12 -0.97
C -1.65 0.45 -2.12
O -2.00 1.60 -2.18
H -1.26 1.73 0.08
H 0.39 1.00 0.30
H -1.06 0.33 1.14
H 0.05 -0.53 -1.37
H -1.39 -1.00 -0.57
H -1.82 -0.26 -2.93
O -0.96 -0.99 -5.06
H -0.24 -1.16 -5.67
H -1.38 -0.13 -5.17
O -0.80 1.76 4.18
H -0.14 1.45 3.54
H -1.36 0.97 4.09
O 5.28 -2.27 4.19
H 4.88 -1.77 4.91
H 5.03 -1.89 3.34
```

## Properties
Energy relative to the best compared isomer or geometry (same formula, charge and spin) (kcal/mol): 24.8
HOMO energy (eV): -9.9
SMILES: CCC=O.O.O.O
HOMO-LUMO gap (eV): 10.42

natural (NBO) population analysis, charges in e, atoms 1 to 4: -0.619, -0.518, 0.442, -0.534



[5]
A 7-piece molecular cluster, C40H62BrFO16S6 overall. Source: the Open Molecules 2025 dataset; level of theory: ωB97M-V with the def2-TZVPD basis set.

```
126
Properties=species:S:1:pos:R:3
O 6.22 -2.31 -0.54
C 4.99 -1.73 -0.69
O 4.78 -0.54 -1.54
C 3.73 -2.37 0.15
C 2.27 -2.22 -0.64
C 1.46 -1.01 0.11
C 0.03 -0.59 -0.57
C -0.04 0.77 -1.53
C 1.28 1.69 -1.88
C 1.61 2.65 -0.57
F 1.35 4.07 -0.97
C -1.47 1.27 -2.22
C -2.89 0.44 -2.01
C -2.82 -0.90 -1.06
C -1.39 -1.40 -0.37
C -1.49 -2.78 0.54
O -0.51 -3.68 0.70
C -2.97 -3.07 1.25
Br -2.96 -4.13 2.95
C -4.27 -2.59 0.65
C -4.23 -1.73 -0.79
O -5.25 -1.76 -1.68
H 4.67 0.23 -0.90
H 3.65 -1.73 1.15
H 3.91 -3.49 0.50
H 2.50 -2.02 -1.78
H 1.75 -3.27 -0.54
H 2.21 -0.08 0.16
H 1.30 -1.33 1.24
H 2.16 0.98 -2.19
H 1.03 2.34 -2.85
H 0.86 2.33 0.28
H 2.74 2.44 -0.29
H -1.47 2.26 -2.86
H -3.86 0.87 -2.51
H -5.32 -2.79 1.18
O -3.96 4.00 -1.75
S -4.13 3.79 -0.33
O -3.01 3.51 0.55
C -5.05 5.16 0.34
C -6.51 4.74 0.19
C -6.56 3.27 0.61
C -5.40 2.56 -0.08
H -4.81 6.08 -0.21
H -4.78 5.27 1.39
H -7.17 5.36 0.80
H -6.82 4.84 -0.86
H -6.44 3.20 1.69
H -7.52 2.81 0.34
H -5.00 1.75 0.53
H -5.69 2.17 -1.06
O 3.75 -3.80 2.80
S 3.58 -4.01 4.22
O 4.70 -4.30 5.10
C 2.65 -2.64 4.88
C 1.20 -3.06 4.73
C 1.15 -4.53 5.15
C 2.31 -5.25 4.46
H 2.90 -1.73 4.34
H 2.93 -2.54 5.94
H 0.54 -2.44 5.35
H 0.89 -2.97 3.69
H 1.26 -4.61 6.24
H 0.19 -4.99 4.89
H 2.71 -6.06 5.08
H 2.02 -5.63 3.48
O -0.22 1.66 -7.32
S -0.99 1.06 -6.25
O -0.50 0.98 -4.89
C -2.61 1.81 -6.24
C -3.43 0.96 -7.20
C -3.05 -0.49 -6.89
C -1.53 -0.56 -6.78
H -2.54 2.86 -6.54
H -3.00 1.74 -5.22
H -4.50 1.14 -7.07
H -3.16 1.20 -8.23
H -3.50 -0.78 -5.93
H -3.43 -1.18 -7.65
H -1.21 -1.30 -6.05
H -1.07 -0.77 -7.75
O 2.24 -0.15 3.38
S 1.64 0.63 4.44
O 1.97 0.43 5.84
C 1.85 2.36 4.05
C 0.62 2.70 3.22
C -0.56 2.02 3.91
C -0.13 0.59 4.24
H 2.79 2.51 3.52
H 1.85 2.92 4.99
H 0.48 3.78 3.14
H 0.73 2.30 2.20
H -0.79 2.56 4.84
H -1.46 2.03 3.29
H -0.60 0.24 5.17
H -0.37 -0.09 3.42
O 1.35 8.96 0.20
S 2.39 7.96 0.05
O 2.71 7.00 1.09
C 2.11 7.08 -1.48
C 2.85 7.90 -2.52
C 4.18 8.28 -1.89
C 3.89 8.78 -0.47
H 1.04 7.01 -1.67
H 2.54 6.09 -1.37
H 2.99 7.33 -3.45
H 2.28 8.81 -2.76
H 4.83 7.39 -1.83
H 4.71 9.04 -2.47
H 4.70 8.54 0.22
H 3.70 9.86 -0.46
O 1.13 -6.69 2.08
S 0.92 -8.11 1.87
O 0.67 -9.02 2.96
C -0.35 -8.31 0.64
C 0.41 -8.31 -0.68
C 1.65 -9.17 -0.45
C 2.27 -8.74 0.88
H -1.08 -7.51 0.71
H -0.83 -9.28 0.81
H -0.21 -8.70 -1.50
H 0.71 -7.29 -0.95
H 1.36 -10.23 -0.39
H 2.37 -9.08 -1.27
H 2.74 -9.58 1.40
H 2.99 -7.93 0.74
```

## Properties
HOMO energy (eV): -8.9
SMILES: O=C(O)CCCc1c(CCF)ccc2c1C(=O)C(Br)=CC2=O.O=S1(=O)CCCC1.O=S1(=O)CCCC1.O=S1(=O)CCCC1.O=S1(=O)CCCC1.O=S1(=O)CCCC1.O=S1(=O)CCCC1
HOMO-LUMO gap (eV): 6.87

Löwdin population analysis, charges in e, atoms 1 to 4: -0.030, -0.257, -0.039, -0.100



[6]
A 2-piece molecular cluster, C10H16O overall. Source: the Open Molecules 2025 dataset; level of theory: ωB97M-V with the def2-TZVPD basis set.

```
27
Properties=species:S:1:pos:R:3
C 0.43 -1.02 3.09
C 0.68 -1.33 1.62
C 1.84 -1.86 1.11
C 1.97 -2.14 -0.28
C 0.84 -1.88 -1.04
O 0.91 -2.26 -2.35
C -0.38 -1.38 -0.58
C -0.43 -1.16 0.79
H -0.50 -0.50 3.29
H 1.26 -0.64 3.66
H 0.15 -2.04 3.46
H 2.61 -2.24 1.78
H 2.82 -2.70 -0.64
H 1.72 -2.64 -2.64
H -1.15 -1.28 -1.33
H -1.30 -0.84 1.34
C -1.02 3.25 -0.14
C -0.82 1.80 -0.63
C -1.20 1.86 -2.13
H -0.03 3.70 -0.06
H -1.76 3.86 -0.65
H -1.50 3.25 0.86
H -1.55 1.08 -0.26
H 0.22 1.50 -0.61
H -0.78 2.69 -2.70
H -2.28 1.86 -2.27
H -0.75 1.06 -2.70
```

## Properties
Energy relative to the best compared isomer or geometry (same formula, charge and spin) (kcal/mol): 41.4
HOMO energy (eV): -8.3
SMILES: Cc1ccc(O)cc1.CCC
HOMO-LUMO gap (eV): 9.13

natural (NBO) population analysis, charges in e, atoms 1 to 4: -0.628, -0.065, -0.182, -0.297



[7]
One molecule with the formula C6H8ClN. Source: the Open Molecules 2025 dataset; level of theory: ωB97M-V with the def2-TZVPD basis set.

```
16
Properties=species:S:1:pos:R:3
N 1.41 -0.98 1.06
C 0.47 -0.30 0.33
C -0.48 -1.23 -0.56
C -1.76 -0.48 -0.51
C -1.64 0.68 0.18
C -0.13 1.09 0.60
C 0.78 0.85 -0.61
Cl 2.33 1.43 -0.41
H 1.33 -0.61 2.09
H 2.41 -0.56 0.62
H -0.29 -2.31 -0.13
H 0.05 -1.17 -1.62
H -2.74 -0.72 -0.94
H -2.34 1.61 0.22
H 0.34 1.89 1.23
H 0.26 0.79 -1.54
```

## Properties
Energy relative to the best compared isomer or geometry (same formula, charge and spin) (kcal/mol): 72.1
HOMO energy (eV): -8.9
SMILES: N[C@@]12CC=C[C@@H]1[C@H]2Cl
HOMO-LUMO gap (eV): 9.78

natural (NBO) population analysis, charges in e, atoms 1 to 4: -0.829, 0.120, -0.447, -0.234



[8]
C29H52GaSi2Te as an isolated structure. Source: the Open Molecules 2025 dataset; level of theory: ωB97M-V with the def2-TZVPD basis set.

```
85
Properties=species:S:1:pos:R:3
Ga -1.23 0.57 0.23
C -3.70 -0.34 0.79
C -3.18 -1.48 1.41
C -2.33 -1.08 2.45
C -2.32 0.33 2.49
C -3.21 0.80 1.48
H -4.41 -0.31 -0.03
H -3.34 -2.50 1.08
H -1.72 -1.73 3.06
H -1.81 0.95 3.22
H -3.52 1.81 1.33
C 1.16 4.96 1.26
C 0.74 3.51 0.99
C 0.53 2.81 2.34
C 1.93 2.79 0.34
Si -0.87 3.24 -0.12
C -2.23 4.58 0.42
C -3.60 4.21 -0.18
C -1.94 6.04 0.06
C -2.38 4.51 1.95
C -0.37 3.63 -1.99
C -1.64 3.80 -2.84
C 0.51 4.87 -2.22
C 0.36 2.41 -2.57
H 2.11 4.98 1.82
H 0.43 5.50 1.87
H 1.31 5.53 0.34
H 1.45 2.89 2.95
H 0.32 1.75 2.21
H -0.28 3.24 2.92
H 2.78 2.79 1.03
H 2.25 3.27 -0.59
H 1.68 1.75 0.11
H -3.66 4.45 -1.24
H -4.39 4.78 0.33
H -3.83 3.15 -0.07
H -1.92 6.19 -1.02
H -1.00 6.39 0.47
H -2.74 6.68 0.45
H -2.53 3.49 2.31
H -3.26 5.10 2.26
H -1.52 4.92 2.47
H -2.15 4.74 -2.64
H -2.35 2.98 -2.67
H -1.37 3.79 -3.90
H 0.05 5.78 -1.83
H 0.68 5.01 -3.30
H 1.49 4.77 -1.75
H -0.26 1.51 -2.51
H 1.29 2.20 -2.06
H 0.59 2.59 -3.63
C 2.69 -1.28 1.20
Si 2.12 -2.12 -0.38
C 3.30 -3.51 -0.86
C 2.10 -0.84 -1.75
H 3.78 -1.24 1.25
H 2.32 -1.79 2.09
H 2.31 -0.26 1.23
H 4.31 -3.28 -0.51
H 3.33 -3.61 -1.95
H 3.01 -4.48 -0.45
H 3.11 -0.46 -1.94
H 1.46 -0.01 -1.46
H 1.71 -1.26 -2.67
C 1.72 -9.21 -0.17
C 1.26 -7.78 -0.15
C 0.60 -7.22 -1.24
C 0.19 -5.89 -1.25
C -0.51 -5.36 -2.48
C 0.44 -5.08 -0.13
Te -0.22 -3.02 -0.14
C 1.09 -5.63 0.98
C 1.42 -4.83 2.21
C 1.49 -6.97 0.95
H 1.24 -9.77 -0.98
H 1.49 -9.71 0.77
H 2.80 -9.27 -0.32
H 0.40 -7.83 -2.11
H -0.62 -6.15 -3.22
H 0.04 -4.53 -2.92
H -1.50 -4.98 -2.24
H 0.66 -4.07 2.40
H 2.38 -4.31 2.08
H 1.51 -5.48 3.08
H 1.98 -7.38 1.82
```

## Properties
Energy relative to the best compared isomer or geometry (same formula, charge and spin) (kcal/mol): 0.0
HOMO energy (eV): -2.9
Net charge: -1
HOMO-LUMO gap (eV): 5.26

Löwdin population analysis, charges in e, atoms 1 to 4: 0.613, -0.214, -0.243, -0.218